Record 1
# C32H34N3O2PtSi

A structure of composition C32H34N3O2PtSi (ωB97M-V with the def2-TZVPD basis set, OMol25).

ORCA input file:
```
! wB97M-V def2-TZVPD RIJCOSX def2/J DEFGRID3
* xyz 1 1
Pt 0.11689 -1.39945 0.86809
O 4.89367 -1.33852 -4.99473
C 5.46805 -1.32923 -3.77886
O 6.65107 -1.20598 -3.66911
C 4.57240 -1.48241 -2.57011
C 3.20400 -1.70397 -2.63211
C 2.45627 -1.78317 -1.46781
C 3.07476 -1.65734 -0.23789
C 4.44798 -1.45600 -0.16284
C 5.18814 -1.36923 -1.32743
N 2.22830 -1.70219 0.92228
C 2.67425 -1.99232 2.07373
C 1.71163 -2.05003 3.18653
C 2.11523 -2.16205 4.49717
C 1.15120 -2.17412 5.49824
C -0.17485 -2.06994 5.13469
C -0.51066 -1.96314 3.79092
N 0.41338 -1.96492 2.82895
H 3.93840 -1.44436 -4.94113
H 2.68257 -1.82899 -3.57339
H 1.38976 -1.96991 -1.51731
H 4.94703 -1.33336 0.78993
H 6.25583 -1.20012 -1.29810
H 3.71752 -2.23752 2.25897
H 3.17068 -2.22691 4.72634
H 1.43621 -2.26177 6.53768
H -0.96234 -2.08230 5.87528
H -1.53666 -1.89130 3.46667
C -1.90283 -1.32339 0.77921
Si -2.42338 0.26571 -0.06071
C -1.20248 1.55229 0.50480
N 0.18836 1.02364 0.46013
C 1.02117 1.46617 1.58947
C 1.47506 2.92218 1.49760
C 1.94536 3.27079 0.07336
C 2.15514 2.01450 -0.76289
C 0.84485 1.24829 -0.87756
C -2.23486 0.10358 -1.91020
C -1.92495 -1.10854 -2.53434
C -1.80991 -1.20007 -3.91879
C -2.01127 -0.07584 -4.70386
C -2.32284 1.13988 -4.10541
C -2.43324 1.22458 -2.72592
C -4.13804 0.82286 0.40232
C -5.20124 0.77354 -0.50373
C -6.48413 1.14723 -0.12378
C -6.72532 1.57606 1.17325
C -5.68410 1.62997 2.09132
C -4.40572 1.25416 1.70661
H -2.16057 -2.18772 0.14867
H -2.46714 -1.47334 1.70344
H -1.44991 1.85031 1.52835
H -1.29042 2.45591 -0.11292
H 1.89316 0.81090 1.64206
H 0.44683 1.30686 2.50395
H 2.27916 3.06873 2.22143
H 0.66221 3.58509 1.79787
H 2.85288 3.87248 0.10394
H 1.18717 3.88068 -0.42539
H 2.94009 1.38148 -0.33451
H 2.48478 2.27816 -1.76926
H 1.00189 0.30907 -1.39905
H 0.15880 1.83164 -1.49680
H -1.77810 -2.00512 -1.94188
H -1.57982 -2.15131 -4.38270
H -1.93654 -0.14532 -5.78165
H -2.48455 2.01865 -4.71672
H -2.68341 2.18211 -2.27794
H -5.02686 0.44324 -1.52215
H -7.29512 1.10315 -0.83947
H -7.72411 1.86869 1.47057
H -5.87070 1.96634 3.10336
H -3.60602 1.30226 2.44123
*
```

Strongest force on any atom in hartree/bohr: 0.025
Frontier orbital gap in hartree: 0.249

***

Record 2
# C10H11N2O2

The ion C10H11N2O2 with charge +1 (ωB97M-V with the def2-TZVPD basis set, OMol25).

ORCA input file:
```
! wB97M-V def2-TZVPD RIJCOSX def2/J DEFGRID3
* xyz 1 1
C 1.62622 1.32724 -0.92057
N 0.50798 0.36830 -1.09876
C -0.58991 1.12009 -1.86673
C 0.91576 -0.92126 -1.75872
C 0.65532 -2.05830 -1.11808
C -0.01050 -1.63751 0.17100
C -0.45040 -2.46737 1.21990
C -1.14031 -1.72841 2.22508
C -1.17905 -0.33602 2.19833
C -0.57351 0.48406 1.29069
N -0.62022 1.91998 1.66035
O -0.85898 2.09795 2.84166
O -0.26641 2.77574 0.87082
C -0.15844 -0.19818 0.11404
H 1.57120 1.80187 0.10055
H 2.54972 0.82732 -0.95960
H 1.64575 2.06241 -1.65788
H -0.53619 2.02626 -1.39661
H -0.25979 1.13009 -2.88437
H -1.52236 0.63402 -1.87939
H 1.21843 -0.85235 -2.77902
H 1.02937 -2.96511 -1.53573
H -0.31243 -3.45141 1.07002
H -1.59826 -2.10778 3.03358
H -1.64301 0.14835 3.05946
*
```

SMILES: C[N+]1(C)C=Cc2cccc([N+](=O)[O-])c21
Strongest force on any atom in hartree/bohr: 0.118
Frontier orbital gap in hartree: 0.326
ΔE to the lowest compared entry with this formula, charge and spin in kcal per mole: 104.3

***

Record 3
# H23O11

A cluster of 11 separate species, H23O11 in total (ωB97M-V with the def2-TZVPD basis set, OMol25).

ORCA input file:
```
! wB97M-V def2-TZVPD RIJCOSX def2/J DEFGRID3
* xyz 2 2
O -0.23571 0.65573 -2.42873
H 0.58606 2.89649 -0.53061
H 0.19920 -0.22478 -1.99784
O 1.81798 2.69359 2.31222
H -1.16051 0.42702 -2.21676
H -1.95722 -0.91602 -0.85812
O 0.98575 2.28959 -1.17498
H 0.64957 -2.06972 -2.51164
H -4.05519 1.87560 0.34648
O 0.43292 -4.22369 1.35898
H 0.99960 -4.91121 1.01372
H -0.02092 -4.84954 -1.78358
O -0.19864 1.81381 4.14242
H -3.46157 1.87471 1.73826
H 1.97557 3.28554 3.05898
O 1.97622 -1.97793 0.45107
H 1.77788 -2.51035 1.24054
H 0.18434 1.56194 -1.92403
O -2.32939 -1.26113 -1.67468
H 1.92887 2.12832 -1.13880
O 0.29503 -4.09546 -2.28019
H 1.09103 -4.20123 -2.79195
H 1.10428 2.03901 2.40579
O -0.60993 4.46026 -0.79932
H -1.69149 -1.96505 -1.86378
H -0.32456 5.31573 -0.45145
O 0.61487 -1.55233 -1.70844
H -0.57645 4.61284 -1.75351
H 0.69607 -2.00041 -0.85298
O -3.29969 2.22970 0.84998
H 0.14094 -4.71729 2.13979
H 2.84849 -2.35742 0.27114
H 0.55497 2.07625 4.68547
H -0.93836 1.59742 4.72655
*
```

Strongest force on any atom in hartree/bohr: 0.040
Frontier orbital gap (spin up / spin down) in hartree: 0.398 / 0.094
ΔE to the lowest compared entry with this formula, charge and spin in kcal per mole: 7.8

***

Record 4
# C6H9N

The molecule C6H9N (ωB97M-V with the def2-TZVPD basis set, OMol25).

ORCA input file:
```
! wB97M-V def2-TZVPD RIJCOSX def2/J DEFGRID3
* xyz 0 1
C -1.32649 0.47675 -1.63333
N -0.31858 0.58853 -0.58600
C 0.08505 1.06997 0.86732
C 1.52884 0.70247 0.91957
C 1.65468 -0.55483 0.47255
C 0.35485 -1.33716 0.56355
C -0.61350 -0.19260 0.57064
H -2.30920 0.92507 -1.45577
H -0.94467 0.82141 -2.60063
H -1.48628 -0.61551 -1.76020
H -0.33130 1.87860 1.47941
H 2.34156 1.39432 1.11483
H 2.55143 -0.95969 0.01889
H 0.11876 -1.97988 -0.29358
H 0.36176 -1.93918 1.47911
H -1.66691 -0.27825 0.84364
*
```

SMILES: CN1[C@@H]2C=CC[C@@H]21
Strongest force on any atom in hartree/bohr: 0.015
Frontier orbital gap in hartree: 0.347
ΔE to the lowest compared entry with this formula, charge and spin in kcal per mole: 82.4